{
  "formula": "C50H41AsCl7LuN3O6PSSi",
  "method": "ωB97M-V/def2-TZVPD",
  "gap_ev": [4.89, 4.00],
  "lumo_energy_ev": [3.80, 3.12],
  "spin_multiplicity": 1,
  "total_charge": -2,
  "de_lowest_kcal_mol": 0.0,
  "largest_force_ev_per_a": 3.1,
  "e_homo_ev": [-1.083, -0.874],
  "elements": ["Lu", "C", "O", "C", "C", "C", "C", "C", "C", "N", "N", "C", "C", "O", "C", "C", "C", "C", "C", "C", "C", "C", "H", "H", "H", "H", "H", "H", "H", "H", "H", "H", "H", "H", "H", "Cl", "C", "C", "Cl", "C", "Cl", "C", "O", "C", "O", "C", "Cl", "C", "O", "H", "H", "H", "H", "C", "C", "As", "C", "C", "C", "C", "C", "C", "C", "C", "C", "C", "C", "C", "P", "C", "C", "C", "C", "C", "C", "C", "C", "C", "C", "C", "C", "H", "H", "H", "H", "H", "H", "H", "H", "H", "H", "H", "H", "H", "H", "H", "H", "H", "H", "H", "H", "H", "H", "H", "H", "Cl", "Si", "Cl", "Cl", "O", "S", "N"],
  "coordinates": [[13.599, 17.804, 16.031], [16.039, 18.572, 18.344], [14.747, 18.975, 17.822], [14.199, 20.137, 18.277], [14.761, 20.928, 19.279], [14.221, 22.177, 19.572], [13.078, 22.596, 18.887], [12.395, 21.789, 17.999], [13.049, 20.596, 17.544], [12.682, 19.820, 16.502], [12.214, 20.568, 15.396], [11.058, 20.032, 14.865], [11.040, 18.667, 14.434], [12.091, 17.870, 14.502], [9.797, 18.143, 13.950], [8.699, 18.957, 13.780], [8.691, 20.344, 14.090], [7.591, 21.182, 13.861], [7.640, 22.526, 14.183], [8.804, 23.051, 14.738], [9.929, 22.253, 14.945], [9.913, 20.889, 14.623], [15.962, 18.436, 19.435], [16.779, 19.330, 18.105], [16.287, 17.606, 17.879], [15.586, 20.546, 19.850], [14.685, 22.808, 20.323], [12.698, 23.577, 19.112], [11.441, 22.112, 17.580], [9.779, 17.085, 13.720], [7.767, 18.529, 13.396], [6.702, 20.723, 13.423], [6.769, 23.160, 14.008], [8.829, 24.098, 14.986], [10.852, 22.695, 15.293], [20.339, 18.610, 14.476], [18.735, 19.093, 14.785], [18.414, 20.464, 15.081], [19.668, 21.582, 15.276], [17.084, 20.863, 15.208], [16.613, 22.473, 15.727], [16.076, 19.929, 14.949], [14.755, 20.250, 15.002], [16.351, 18.538, 14.886], [15.397, 17.664, 14.940], [17.714, 18.155, 14.705], [17.999, 16.494, 14.403], [8.764, 16.892, 17.353], [10.055, 17.460, 17.133], [8.328, 17.299, 18.301], [8.775, 15.785, 17.420], [8.133, 17.230, 16.513], [10.737, 17.137, 17.750], [12.230, 15.390, 12.280], [11.988, 13.898, 12.092], [11.157, 13.528, 10.294], [11.750, 11.685, 10.179], [11.943, 11.184, 8.901], [12.332, 9.851, 8.711], [12.484, 9.005, 9.822], [12.219, 9.475, 11.115], [11.869, 10.818, 11.283], [12.597, 14.242, 9.134], [12.297, 15.281, 8.243], [13.265, 15.832, 7.435], [14.585, 15.354, 7.483], [14.904, 14.295, 8.334], [13.918, 13.757, 9.152], [13.730, 15.758, 13.257], [15.103, 14.808, 12.548], [15.305, 13.468, 12.880], [16.343, 12.727, 12.308], [17.226, 13.323, 11.423], [17.108, 14.678, 11.154], [16.104, 15.418, 11.766], [13.447, 15.085, 14.872], [14.527, 14.659, 15.827], [14.297, 13.380, 16.469], [13.011, 13.004, 16.786], [11.942, 13.698, 16.188], [12.146, 14.747, 15.278], [11.361, 15.844, 12.803], [12.330, 15.901, 11.318], [11.221, 13.528, 12.788], [12.870, 13.238, 12.179], [11.845, 11.853, 8.044], [12.562, 9.482, 7.712], [12.770, 7.965, 9.698], [12.272, 8.853, 12.003], [11.620, 11.177, 12.282], [11.290, 15.702, 8.216], [13.000, 16.609, 6.730], [15.366, 15.823, 6.894], [15.888, 13.847, 8.342], [14.131, 12.916, 9.799], [14.675, 12.992, 13.615], [16.462, 11.677, 12.569], [18.048, 12.739, 10.991], [17.783, 15.165, 10.454], [16.055, 16.477, 11.580], [15.559, 14.861, 15.497], [15.133, 12.814, 16.867], [12.806, 12.250, 17.526], [10.932, 13.448, 16.499], [11.282, 15.290, 14.905], [15.361, 21.607, 12.499], [13.761, 21.199, 14.020], [13.430, 23.076, 14.802], [12.388, 20.857, 12.471], [12.547, 16.916, 17.863], [13.505, 15.754, 18.203], [14.578, 15.764, 16.965]]
}

---

{
  "formula": "C72H160F12N5O13P",
  "method": "ωB97M-V/def2-TZVPD",
  "gap_ev": 7.56,
  "lumo_energy_ev": -3.12,
  "spin_multiplicity": 1,
  "total_charge": 2,
  "largest_force_ev_per_a": 3.4,
  "e_homo_ev": -10.678,
  "elements": ["C", "C", "N", "C", "C", "C", "C", "C", "O", "C", "H", "H", "H", "H", "H", "H", "H", "H", "H", "H", "H", "H", "H", "H", "H", "H", "H", "H", "H", "H", "C", "C", "N", "C", "C", "C", "C", "C", "O", "C", "H", "H", "H", "H", "H", "H", "H", "H", "H", "H", "H", "H", "H", "H", "H", "H", "H", "H", "H", "H", "C", "C", "N", "C", "C", "C", "C", "C", "O", "C", "H", "H", "H", "H", "H", "H", "H", "H", "H", "H", "H", "H", "H", "H", "H", "H", "H", "H", "H", "H", "C", "C", "N", "C", "C", "C", "C", "C", "O", "C", "H", "H", "H", "H", "H", "H", "H", "H", "H", "H", "H", "H", "H", "H", "H", "H", "H", "H", "H", "H", "C", "C", "N", "C", "C", "C", "C", "C", "O", "C", "H", "H", "H", "H", "H", "H", "H", "H", "H", "H", "H", "H", "H", "H", "H", "H", "H", "H", "H", "H", "C", "C", "C", "C", "P", "C", "C", "C", "C", "C", "C", "C", "C", "C", "C", "C", "C", "H", "H", "H", "H", "H", "H", "H", "H", "H", "H", "H", "H", "H", "H", "H", "H", "H", "H", "H", "H", "H", "H", "H", "H", "H", "H", "H", "H", "H", "H", "H", "H", "H", "H", "H", "H", "C", "O", "O", "C", "F", "F", "F", "C", "C", "H", "H", "H", "H", "H", "H", "C", "O", "O", "C", "F", "F", "F", "C", "C", "H", "H", "H", "H", "H", "H", "C", "O", "O", "C", "F", "F", "F", "C", "C", "H", "H", "H", "H", "H", "H", "C", "O", "O", "C", "F", "F", "F", "C", "C", "H", "H", "H", "H", "H", "H"],
  "coordinates": [[-1.802, -2.643, 1.418], [-1.513, -1.504, 0.443], [-1.850, -0.157, 1.072], [-3.344, -0.184, 1.488], [-0.989, 0.117, 2.351], [0.469, -0.198, 2.140], [-1.606, 1.009, 0.074], [-2.584, 1.234, -1.000], [-2.772, 0.065, -1.796], [-3.704, 0.297, -2.852], [-2.861, -2.842, 1.395], [-1.590, -2.288, 2.431], [-1.231, -3.539, 1.147], [-2.112, -1.517, -0.473], [-0.477, -1.447, 0.095], [-3.468, 0.778, 2.056], [-3.527, -1.118, 2.010], [-3.886, -0.213, 0.537], [-1.544, -0.444, 3.129], [-1.172, 1.173, 2.546], [0.602, -1.246, 1.868], [1.017, -0.023, 3.097], [0.935, 0.473, 1.417], [-0.645, 0.714, -0.343], [-1.533, 1.917, 0.635], [-2.348, 2.057, -1.669], [-3.528, 1.483, -0.456], [-3.270, 1.082, -3.502], [-4.648, 0.621, -2.379], [-3.787, -0.611, -3.380], [-0.016, -6.067, -5.689], [0.211, -5.037, -4.549], [0.281, -5.613, -3.134], [1.285, -6.728, -2.955], [0.570, -4.442, -2.204], [2.002, -4.330, -1.770], [-1.050, -6.267, -2.714], [-2.273, -5.579, -3.135], [-2.423, -4.339, -2.557], [-3.765, -3.852, -2.716], [0.928, -6.320, -6.165], [-0.668, -5.565, -6.451], [-0.526, -6.999, -5.451], [-0.536, -4.234, -4.450], [1.193, -4.575, -4.699], [1.340, -7.028, -1.901], [2.301, -6.391, -3.176], [1.023, -7.581, -3.576], [-0.010, -4.542, -1.315], [0.162, -3.567, -2.693], [2.778, -4.426, -2.521], [2.167, -4.988, -0.915], [2.003, -3.304, -1.390], [-1.040, -6.304, -1.571], [-1.034, -7.277, -3.179], [-3.048, -6.308, -2.872], [-2.241, -5.502, -4.250], [-3.835, -2.899, -2.210], [-4.536, -4.505, -2.331], [-3.995, -3.647, -3.755], [-0.453, -1.842, 7.849], [0.183, -1.891, 6.487], [1.129, -2.991, 6.195], [0.651, -4.289, 6.817], [1.203, -3.120, 4.651], [2.277, -4.107, 4.201], [2.479, -2.642, 6.842], [3.189, -1.475, 6.231], [2.753, -0.348, 6.944], [3.295, 0.832, 6.343], [-0.838, -0.827, 8.007], [0.214, -2.007, 8.729], [-1.293, -2.542, 7.953], [0.762, -0.969, 6.385], [-0.672, -1.981, 5.782], [-0.192, -4.731, 6.317], [0.440, -4.133, 7.880], [1.494, -4.987, 6.757], [1.332, -2.122, 4.228], [0.195, -3.444, 4.422], [2.065, -5.149, 4.326], [3.241, -3.793, 4.633], [2.335, -3.967, 3.114], [3.156, -3.488, 6.663], [2.356, -2.492, 7.911], [2.985, -1.407, 5.158], [4.281, -1.620, 6.339], [4.380, 0.834, 6.252], [3.059, 1.671, 6.977], [2.854, 0.830, 5.351], [5.119, 2.864, -1.087], [4.691, 3.902, -0.084], [3.539, 3.356, 0.743], [2.259, 3.361, -0.046], [3.759, 1.898, 1.306], [5.152, 1.671, 1.938], [3.386, 4.320, 1.871], [2.660, 3.738, 3.067], [1.432, 3.178, 2.829], [0.321, 4.191, 2.741], [5.792, 2.159, -0.558], [5.767, 3.345, -1.780], [4.314, 2.318, -1.606], [4.436, 4.842, -0.628], [5.510, 4.162, 0.623], [1.479, 3.037, 0.658], [2.315, 2.659, -0.872], [2.055, 4.389, -0.405], [3.489, 1.201, 0.502], [3.009, 1.795, 2.114], [5.271, 2.231, 2.873], [5.987, 1.886, 1.290], [5.228, 0.616, 2.236], [2.977, 5.227, 1.423], [4.387, 4.524, 2.301], [2.604, 4.538, 3.839], [3.291, 2.974, 3.572], [-0.552, 3.576, 2.678], [0.398, 4.710, 1.805], [0.355, 4.899, 3.588], [-4.755, 3.218, 5.597], [-4.331, 2.201, 6.583], [-3.676, 0.894, 6.004], [-3.560, -0.071, 7.139], [-4.508, 0.365, 4.865], [-5.957, -0.004, 5.177], [-2.301, 1.101, 5.381], [-1.410, 2.169, 5.953], [-0.920, 1.810, 7.251], [-0.316, 2.838, 7.995], [-3.926, 3.527, 4.927], [-4.999, 4.072, 6.215], [-5.602, 2.906, 4.984], [-5.209, 1.904, 7.182], [-3.611, 2.683, 7.249], [-3.140, -1.026, 6.789], [-4.508, -0.355, 7.553], [-2.957, 0.363, 7.912], [-3.919, -0.485, 4.505], [-4.378, 1.145, 4.112], [-6.442, -0.253, 4.230], [-6.512, 0.815, 5.633], [-6.085, -0.891, 5.794], [-2.557, 1.490, 4.413], [-1.787, 0.120, 5.444], [-1.897, 3.145, 6.013], [-0.541, 2.162, 5.301], [-0.887, 3.771, 8.003], [0.735, 3.039, 7.740], [-0.345, 2.523, 9.039], [5.301, 0.291, -7.727], [3.825, 0.482, -8.026], [3.417, 1.943, -8.400], [3.691, 2.838, -7.193], [2.852, 4.410, -6.838], [1.144, 4.110, -7.325], [0.491, 2.778, -6.824], [-0.602, 2.314, -7.794], [-1.557, 1.208, -7.235], [3.232, 4.788, -5.092], [2.412, 3.979, -4.105], [1.097, 4.754, -3.779], [0.116, 3.950, -2.969], [3.693, 5.769, -7.797], [3.313, 5.711, -9.274], [4.315, 6.593, -10.052], [5.515, 5.738, -10.384], [5.605, 0.983, -6.929], [5.802, 0.452, -8.688], [5.527, -0.728, -7.448], [3.275, 0.158, -7.131], [3.475, -0.219, -8.781], [2.364, 2.128, -8.654], [4.023, 2.278, -9.241], [4.764, 3.039, -7.082], [3.460, 2.235, -6.282], [1.210, 4.164, -8.405], [0.555, 5.001, -7.126], [0.182, 2.875, -5.770], [1.254, 1.988, -6.729], [-0.158, 1.926, -8.712], [-1.205, 3.147, -8.193], [-2.166, 0.777, -8.032], [-2.205, 1.632, -6.451], [-0.966, 0.393, -6.796], [3.057, 5.868, -5.004], [4.325, 4.659, -5.038], [2.967, 3.682, -3.221], [2.186, 2.985, -4.501], [0.579, 5.052, -4.705], [1.403, 5.679, -3.247], [-0.212, 3.106, -3.573], [-0.728, 4.539, -2.612], [0.537, 3.580, -2.041], [4.739, 5.637, -7.626], [3.385, 6.718, -7.334], [2.290, 6.076, -9.353], [3.298, 4.686, -9.630], [4.549, 7.499, -9.488], [3.882, 6.996, -10.967], [5.205, 4.892, -10.972], [6.093, 5.479, -9.499], [6.172, 6.319, -11.012], [-3.494, 3.373, 2.117], [-4.342, 2.753, 1.131], [-2.586, 2.634, 2.725], [-2.761, 4.555, 1.216], [-2.163, 5.476, 1.947], [-1.694, 3.982, 0.521], [-3.569, 5.148, 0.345], [-5.602, 2.516, 1.785], [-6.478, 1.829, 0.865], [-5.933, 0.890, 0.540], [-7.449, 1.548, 1.247], [-6.657, 2.451, -0.016], [-6.038, 3.535, 1.967], [-5.455, 2.028, 2.780], [-4.130, 3.968, 2.758], [-0.183, -6.692, 0.852], [-1.446, -5.852, 0.606], [0.630, -6.756, -0.137], [0.635, -5.867, 2.003], [1.751, -6.469, 2.303], [0.945, -4.640, 1.371], [0.103, -5.576, 3.247], [-2.558, -6.448, 1.184], [-3.743, -6.204, 0.324], [-4.632, -6.342, 0.951], [-3.679, -5.152, 0.048], [-3.724, -6.838, -0.560], [-2.728, -6.083, 2.240], [-2.398, -7.540, 1.224], [-0.545, -7.595, 1.359], [-3.064, -3.006, 4.534], [-4.346, -2.563, 4.206], [-2.218, -1.995, 4.739], [-3.304, -3.872, 5.892], [-4.154, -4.899, 5.749], [-2.186, -4.464, 6.317], [-3.783, -3.061, 6.861], [-4.984, -3.348, 3.166], [-6.175, -2.650, 2.636], [-6.895, -2.538, 3.479], [-5.949, -1.615, 2.351], [-6.630, -3.232, 1.846], [-5.226, -4.326, 3.539], [-4.312, -3.511, 2.310], [-2.791, -3.816, 3.830], [2.066, 0.165, -2.217], [3.293, 0.574, -2.792], [1.598, 1.099, -1.482], [0.994, -0.200, -3.466], [-0.269, -0.173, -3.050], [1.250, 0.803, -4.394], [1.200, -1.337, -4.131], [4.127, -0.344, -3.401], [5.515, 0.350, -3.543], [5.493, 1.343, -3.950], [5.876, 0.196, -2.526], [6.117, -0.196, -4.272], [3.763, -0.624, -4.385], [4.373, -1.280, -2.823], [2.292, -0.822, -1.749]]
}

---

{
  "formula": "C5H7FS",
  "method": "ωB97M-V/def2-TZVPD",
  "gap_ev": 9.84,
  "lumo_energy_ev": 0.87,
  "smiles": "F[C@@H]1C[C@@H]2S[C@@H]2C1",
  "spin_multiplicity": 1,
  "de_lowest_kcal_mol": 39.4,
  "largest_force_ev_per_a": 4.9,
  "e_homo_ev": -8.973,
  "elements": ["F", "C", "C", "C", "S", "C", "C", "H", "H", "H", "H", "H", "H", "H"],
  "coordinates": [[-2.190, 0.216, -0.826], [-1.021, 0.312, -0.063], [0.116, 0.696, -1.087], [1.219, 0.443, -0.191], [1.869, -1.328, -0.418], [0.813, -0.674, 0.891], [-0.608, -0.933, 0.749], [-1.074, 1.171, 0.590], [-0.297, 1.773, -1.640], [0.131, 0.108, -1.974], [1.888, 1.256, 0.106], [1.224, -0.356, 1.756], [-1.004, -1.917, 0.332], [-1.066, -0.766, 1.774]]
}

---

{
  "formula": "C2H9ClNSi",
  "method": "ωB97M-V/def2-TZVPD",
  "gap_ev": 5.54,
  "lumo_energy_ev": -6.81,
  "spin_multiplicity": 1,
  "total_charge": 1,
  "de_lowest_kcal_mol": 68.3,
  "largest_force_ev_per_a": 5.8,
  "e_homo_ev": -12.347,
  "elements": ["C", "C", "N", "Si", "Cl", "H", "H", "H", "H", "H", "H", "H", "H", "H"],
  "coordinates": [[-0.820, -0.283, 1.214], [-1.291, 1.255, -0.840], [-0.717, 0.015, -0.222], [2.752, -1.061, -0.356], [2.913, 0.507, 0.748], [-1.921, -0.172, 1.293], [-0.432, -1.218, 1.315], [-0.337, 0.553, 1.778], [-0.750, 1.997, -0.202], [-1.098, 1.120, -1.868], [-1.371, -0.673, -0.698], [1.415, -1.595, -0.446], [4.003, -1.835, -1.045], [-2.344, 1.391, -0.670]]
}

---

{
  "formula": "C6H10O",
  "method": "ωB97M-V/def2-TZVPD",
  "gap_ev": 9.56,
  "lumo_energy_ev": 0.90,
  "spin_multiplicity": 1,
  "de_lowest_kcal_mol": 86.3,
  "largest_force_ev_per_a": 2.4,
  "e_homo_ev": -8.659,
  "elements": ["C", "C", "C", "C", "C", "C", "O", "H", "H", "H", "H", "H", "H", "H", "H", "H", "H"],
  "coordinates": [[0.022, 0.084, 2.445], [0.431, -0.005, 0.949], [-0.139, 1.085, 0.039], [-0.028, -0.128, -0.853], [-0.802, -0.337, -2.119], [1.377, -0.551, -0.494], [-0.436, -1.006, 0.258], [0.456, 0.907, 3.031], [0.204, -0.849, 2.974], [-1.077, 0.251, 2.467], [-1.189, 1.319, 0.267], [0.425, 1.987, -0.214], [-0.542, 0.412, -2.872], [-1.870, -0.240, -1.889], [-0.625, -1.337, -2.524], [2.298, -0.003, -0.561], [1.494, -1.590, -0.902]]
}